The following is a quantum chemistry calculation of a molecular structure, C11H13ClGaO in a non-equilibrium geometry, from OMol25.

Calculated values
Electronic energy in eV: -78563.4401
2S+1: 1
Charge: -1
HOMO-LUMO gap in eV: 4.514

Last column: Mulliken charge in e.
Cartesian coordinates (Å):
1 H 0.0986 -2.4411 1.5057  0.423
2 C 0.8046 2.3903 -0.4352  0.028
3 C -2.7365 -0.8153 0.7173  -0.583
4 Ga 1.5533 1.0458 0.9846  0.285
5 C -1.2798 -2.3167 -0.2690  -0.669
6 C -1.2665 1.7044 -1.2588  -0.207
7 H 3.4768 -1.7449 -0.4018  0.254
8 C -0.6557 2.3406 -0.1842  -0.940
9 H 1.9677 1.3377 -2.0816  0.385
10 C -0.8005 -2.0351 1.0466  -0.496
11 O 2.0798 -0.5124 0.3597  -0.001
12 H -0.4670 0.7052 -3.0869  0.398
13 C -1.7045 -1.1159 1.6571  -0.598
14 H -1.1420 2.7647 0.6896  0.376
15 H -3.0458 -1.5065 -1.3992  0.414
16 H -1.6006 -0.7030 2.6592  0.412
17 C 0.9939 1.5637 -1.6503  -0.666
18 H 4.1664 -0.4788 0.6670  0.253
19 C 3.3173 -1.1673 0.5118  -0.704
20 Cl 0.9367 1.4084 2.9764  -0.327
21 H -3.5594 -0.1237 0.8789  0.428
22 H -0.8031 -2.9843 -0.9859  0.353
23 H -2.3371 1.5952 -1.4249  0.450
24 H 1.4174 3.2744 -0.2111  0.539
25 C -2.4646 -1.5478 -0.4780  -0.557
26 H 3.3074 -1.8620 1.3662  0.249
27 C -0.2567 1.2245 -2.1530  -0.500

=====

The following is a quantum chemistry calculation of a molecular structure, C11H13ClN2O2V in a non-equilibrium geometry, from OMol25.

Calculated values
⟨S²⟩: 0.786
Electronic energy in eV: -56884.2866
2S+1: 2
Charge: +2
HOMO-LUMO gap (alpha / beta) in eV: 6.816 / 7.222

Last column: Mulliken spin population.
Cartesian coordinates (Å):
1 H -0.1233 2.2161 3.4318  0.000
2 H 3.0383 2.7205 3.3001  0.000
3 H 1.4221 2.3791 4.3142  0.000
4 C -1.8526 -1.0885 -2.4804  -0.036
5 C 0.8225 1.7189 3.6854  0.001
6 Cl 1.0768 0.3975 -3.1312  -0.006
7 C -1.3887 1.1490 0.0030  -0.032
8 O 0.9161 2.3809 -1.3118  0.004
9 C -1.2065 -2.3780 -0.6591  0.068
10 H 0.3961 -2.3590 -3.6597  0.000
11 H 2.7824 2.9983 1.5660  0.000
12 C 0.4516 1.3368 -1.6714  -0.053
13 H 0.6234 0.7914 4.2376  0.000
14 C -0.1105 -2.9863 -2.9287  0.008
15 C -2.6369 -0.6867 -1.3506  -0.013
16 H -0.6352 -3.7743 -3.4811  -0.006
17 N 0.8187 -0.0885 0.7307  -0.003
18 C -1.0109 -2.1784 -2.0726  -0.067
19 H -3.4718 0.0092 -1.3814  -0.002
20 H -0.6965 -3.1414 -0.0786  -0.005
21 H -1.9779 -0.7536 -3.5096  -0.001
22 C -2.2333 -1.4893 -0.2235  -0.086
23 V -0.5347 -0.2861 -0.8782  1.174
24 C 2.8694 2.2274 2.3419  0.000
25 H 0.6444 -3.4687 -2.3038  -0.003
26 C 1.1679 0.7168 1.5227  0.008
27 N 1.6268 1.4512 2.4797  0.013
28 O -1.8388 2.0408 0.6097  0.040
29 H -2.6671 -1.4360 0.7773  -0.004
30 H 3.7280 1.5813 2.1217  0.001

=====

The following is a quantum chemistry calculation of a gas-phase ion, C11H13F8N2 (charge +1) in a non-equilibrium geometry, from OMol25.

Calculated values
Electronic energy in eV: -36320.1027
2S+1: 1
Charge: +1
SMILES: CCCn1cc(C(F)(F)C(F)(F)C(F)(F)F)[n+](CCF)c1
HOMO-LUMO gap in eV: 8.972

Last column: Mulliken charge in e.
Cartesian coordinates (Å):
1 C 3.9917 -0.7208 -0.7002  -0.249
2 H 4.1087 -1.4776 -1.6107  0.260
3 C -3.2738 -1.2633 0.4066  0.632
4 C 0.2208 -1.2333 -0.4635  -0.352
5 C -1.0141 -0.1225 -0.3355  -0.235
6 H -2.1597 3.9545 -0.6585  0.260
7 H 2.6714 -2.4824 0.0727  0.339
8 C 5.3891 -0.8585 0.2087  -0.968
9 H -2.1014 2.3375 1.1579  0.344
10 C -1.0208 2.4543 0.6822  -0.604
11 F -5.7184 -0.2826 0.3358  -0.208
12 F -3.0488 -0.7291 1.7720  -0.260
13 H 5.2752 -0.3192 1.2671  0.278
14 N 1.4695 -0.5833 0.1401  0.252
15 H 3.1521 -1.1791 1.3730  0.307
16 H 1.8872 1.5253 1.1107  0.379
17 F -5.2342 -2.2280 -1.0361  -0.207
18 F -2.6311 -2.6289 0.3727  -0.263
19 H 6.3178 -0.3666 -0.3116  0.319
20 F -3.3341 0.9891 -0.9107  -0.221
21 H 5.5729 -2.0149 0.4383  0.277
22 H -0.3923 4.4998 -0.2955  0.291
23 C -2.6124 -0.3141 -0.7889  0.671
24 C 2.7896 -1.3131 0.2435  -0.763
25 N -0.3913 1.1301 0.3096  0.254
26 C 1.0827 0.8365 0.6000  -0.218
27 F -2.7055 -1.1278 -2.0575  -0.237
28 H 0.1030 -2.3183 -0.9413  0.394
29 H 3.8285 0.3767 -1.0821  0.296
30 C -4.8855 -1.5125 0.2412  0.580
31 F -5.3546 -2.4117 1.3613  -0.230
32 C -1.0453 3.5484 -0.5797  -0.191
33 H -0.3511 2.9236 1.5466  0.382
34 F -0.5859 2.9119 -1.8684  -0.310

=====

The following is a quantum chemistry calculation of a molecular structure, C11H13MoN6S in a non-equilibrium geometry, from OMol25.

Calculated values
⟨S²⟩: 2.041
Electronic energy in eV: -33220.7461
2S+1: 3
Charge: +3
HOMO-LUMO gap (alpha / beta) in eV: 6.449 / 6.592

Last column: Mulliken spin population.
Cartesian coordinates (Å):
1 H 5.0902 2.5432 -0.4092  -0.001
2 C 0.2453 -2.5230 -1.3601  -0.031
3 C 2.3236 1.4482 -1.4780  0.041
4 N -1.2407 1.2976 1.8695  0.021
5 Mo 0.8882 -0.2161 0.5085  2.072
6 C 3.4499 2.1433 -1.7181  -0.009
7 C -1.9216 -3.0910 -2.1583  -0.001
8 N -0.3275 2.0153 3.8648  -0.009
9 H 0.2659 1.8444 4.6633  -0.001
10 C -0.5608 -3.3284 -2.1487  0.001
11 C -1.6147 -1.2734 -0.6415  0.036
12 C -0.3608 1.2115 2.8220  0.019
13 H -3.5753 0.4989 1.5486  0.004
14 H 3.8930 1.2513 1.3835  -0.002
15 N -0.2688 -1.5183 -0.6279  0.032
16 H -3.5214 -1.8526 -1.3900  0.000
17 N -1.0208 0.3660 0.8881  -0.094
18 C -2.4570 -2.0426 -1.3887  0.005
19 H -1.0007 2.7699 3.9364  0.003
20 C -2.0286 -0.1851 0.2684  0.020
21 N 2.3716 0.9940 -0.1379  0.046
22 H 1.3138 -2.6882 -1.3057  0.002
23 H -0.1188 -4.1256 -2.7314  0.002
24 C 3.5400 1.4256 0.3800  0.016
25 H 1.4868 1.2691 -2.1316  0.007
26 C -3.4219 0.2234 0.5072  -0.004
27 H -4.1361 -0.5375 0.2074  0.002
28 N 4.1831 2.1064 -0.5446  0.011
29 H -2.5805 -3.7132 -2.7518  0.000
30 H -3.6167 1.1290 -0.0831  0.009
31 H 3.7897 2.6551 -2.6040  0.000
32 S 0.9314 -0.0971 2.7629  -0.196

=====

The following is a quantum chemistry calculation of a single C11H13N molecule in a non-equilibrium geometry, from OMol25.

Calculated values
Electronic energy in eV: -13099.5862
2S+1: 1
SMILES: C=C=CCNCc1ccccc1
HOMO-LUMO gap in eV: 9.140

Last column: Mulliken charge in e.
Cartesian coordinates (Å):
1 C -1.3740 -1.0693 -0.9142  -0.141
2 C 3.3049 -0.1306 0.1150  -0.195
3 C 3.2755 1.1994 -0.1624  -0.567
4 C 1.9205 1.8131 -0.3690  -0.258
5 H -2.8840 2.3585 1.3745  0.358
6 C -0.1733 -1.1230 0.9749  -0.668
7 C -3.3217 1.8913 0.5420  -0.937
8 H -3.8708 2.3694 -0.2747  0.266
9 C 0.9706 -0.2356 0.6145  0.525
10 N -0.5310 -2.0370 -0.2916  -0.471
11 H -0.4892 -0.4208 -1.4061  0.397
12 H -1.1219 -0.5459 1.3703  0.324
13 C -2.5348 -0.5242 -0.2671  -0.788
14 C 0.7504 1.0350 0.0886  -0.190
15 H 1.5187 2.6902 -1.2030  0.207
16 C 2.1516 -0.9781 0.4090  -0.339
17 H -1.9171 -1.5651 -1.8607  0.202
18 H -0.2946 1.5086 -0.0159  0.191
19 H 2.0640 -2.1577 0.5654  0.254
20 H 0.3404 -2.2473 -0.6909  0.382
21 C -2.9444 0.6693 -0.0153  0.388
22 H 0.1564 -1.6531 2.0108  0.254
23 H -3.1753 -1.2153 0.2396  0.381
24 H 4.0454 -1.1850 -0.0437  0.131
25 H 4.1336 1.5533 -0.7899  0.294

=====

The following is a quantum chemistry calculation of a gas-phase ion, C11H13N2O2 (charge +1) in a non-equilibrium geometry, from OMol25.

Calculated values
Electronic energy in eV: -18682.1939
2S+1: 1
Charge: +1
HOMO-LUMO gap (alpha / beta) in eV: 4.978 / 8.123

Last column: Mulliken charge in e.
Cartesian coordinates (Å):
1 C -1.2480 1.3557 -0.5487  0.711
2 C 2.8865 0.8899 -1.2027  -0.804
3 N -1.3241 -2.4287 1.5305  0.064
4 H -1.6672 -1.1095 -0.1724  0.501
5 H 2.4528 2.4407 -2.5749  0.573
6 C 2.1109 1.8397 -1.8661  -0.788
7 H -0.0928 -2.6722 3.2347  0.401
8 C 2.2761 -0.0369 -0.2875  -0.492
9 C -2.1244 2.0214 -1.6073  -1.451
10 C -0.9373 -1.6763 0.3635  -0.852
11 H 2.8982 -0.7269 0.4025  0.271
12 H -1.4605 1.0797 1.3796  0.424
13 H -1.8466 -3.2323 1.2098  0.340
14 O -1.9418 0.9623 0.5130  -0.532
15 H -1.6298 2.0585 -2.5331  0.478
16 H 3.8459 0.9217 -1.5691  0.428
17 H -3.0302 1.4683 -1.6871  0.387
18 O 1.8201 -1.2603 2.4003  -0.544
19 H 0.2403 2.6702 -2.0307  0.603
20 C 0.8052 -1.5326 1.8159  0.420
21 C 0.7545 1.9187 -1.6136  -1.433
22 H 0.3587 -3.5369 1.7108  0.333
23 H -2.4231 3.0949 -1.2370  0.294
24 C 0.1298 1.0801 -0.7054  0.981
25 H -1.9379 -1.9227 2.1533  0.348
26 C -0.0537 -2.7339 2.2152  -0.617
27 N 0.2648 -0.9640 0.7362  0.296
28 C 0.8736 0.0312 -0.0295  0.660

=====

The following is a quantum chemistry calculation of a single C11H13N3 molecule in a non-equilibrium geometry, from OMol25.

Calculated values
Electronic energy in eV: -16082.8057
2S+1: 1
HOMO-LUMO gap in eV: 9.521

Last column: Mulliken charge in e.
Cartesian coordinates (Å):
1 N 2.8297 -2.3205 0.9385  -0.561
2 C -1.4865 -1.0264 0.5411  -1.574
3 H -1.3345 -0.7748 1.5315  0.458
4 C 3.3511 1.7956 -0.5364  0.265
5 H -0.0310 -2.4296 -1.3388  0.352
6 C -0.3133 0.9658 -0.2649  -0.932
7 H -2.3409 -0.4957 0.0903  0.381
8 C 1.7706 -1.6953 0.8247  0.104
9 H 0.3784 1.3671 -1.0208  0.285
10 H 0.8400 -1.0111 -2.1320  0.313
11 H -0.8666 -1.0701 -2.0988  0.517
12 C 3.7595 -0.6227 -0.3151  0.724
13 C 0.0484 1.5059 1.1114  -0.939
14 N 3.4943 2.9390 -0.4586  -0.472
15 C -0.0036 -1.3113 -1.5441  -1.880
16 H 0.7027 0.0793 2.6053  0.450
17 C 1.0383 -0.6395 0.6257  0.059
18 N 3.8881 -1.6929 0.2183  -0.358
19 C 3.2004 0.3967 -0.8920  -0.530
20 H -1.5091 -2.1145 0.3233  0.399
21 H 2.0375 0.8323 1.7106  0.326
22 H -1.3116 1.1544 -0.6010  0.573
23 H -0.8841 1.5705 1.6610  0.317
24 C -0.1859 -0.5071 -0.2406  1.758
25 C 1.0355 0.4137 1.6770  -0.869
26 H 2.7854 0.3297 -1.8893  0.370
27 H 0.5868 2.4135 1.1333  0.463

=====

The following is a quantum chemistry calculation of a single C11H13NO2S molecule in a non-equilibrium geometry, from OMol25.

Calculated values
Electronic energy in eV: -28036.3537
2S+1: 1
SMILES: N[C@H](C(=O)O)[C@H]1[C@H](S)[C@H]1c1ccccc1
HOMO-LUMO gap in eV: 9.157

Last column: Mulliken charge in e.
Cartesian coordinates (Å):
1 H 0.4570 1.2528 1.6702  0.272
2 C 1.1900 0.5143 1.7077  -0.318
3 C -0.7988 -0.9173 0.5162  0.527
4 H 0.3094 1.2180 -0.9188  0.085
5 C 2.1584 2.2449 -0.8478  0.223
6 H -3.3114 -3.2064 -0.3986  0.284
7 H -4.5823 -1.0081 -0.7055  0.484
8 C -1.5316 -2.0541 0.1945  -0.262
9 H -3.5351 1.1540 -0.3877  0.272
10 C -2.8392 -2.1867 -0.2389  -0.577
11 H -1.0603 -3.0406 0.3022  0.246
12 C 0.5924 -0.8381 1.0676  -0.634
13 O 2.5073 2.4722 -2.1033  -0.540
14 C -3.5887 -1.0278 -0.4309  -0.332
15 H 2.6596 -0.3302 0.3657  0.514
16 S 2.2366 0.3069 3.1200  -0.277
17 N 1.6684 0.1567 -2.0293  -0.700
18 C 1.3788 0.8735 -0.8302  0.448
19 H 2.3102 1.6039 -2.6025  0.481
20 O 2.2128 3.0372 0.0766  -0.590
21 H 1.6310 0.8821 4.1016  0.124
22 C -1.6401 0.2207 0.2934  -0.281
23 H 0.8172 -0.3608 -2.1472  0.319
24 H -1.3485 1.1185 0.5625  0.601
25 C 1.6298 0.0965 0.4004  -0.237
26 H 1.0118 -1.7943 1.3496  0.464
27 C -2.9064 0.2069 -0.3255  -0.884
28 H 2.3718 -0.5946 -1.7620  0.286

=====

The following is a quantum chemistry calculation of a single C11H13NO2S molecule in a non-equilibrium geometry, from OMol25.

Calculated values
Electronic energy in eV: -28035.9209
2S+1: 1
SMILES: CO[C@@]1(c2ccccc2)OCN=C1SC
HOMO-LUMO gap in eV: 9.455

Last column: Mulliken charge in e.
Cartesian coordinates (Å):
1 H 2.6084 2.2957 -1.2222  0.273
2 C -2.5031 -1.2975 1.0059  -0.734
3 H 0.3803 3.3067 2.3786  0.255
4 C 1.8870 1.4362 -1.5461  -0.453
5 H -1.2391 2.4602 1.8003  0.227
6 H 3.7679 -2.3582 0.9438  0.267
7 H -2.9568 -1.7843 1.9191  0.308
8 C 2.8531 -2.5539 0.3278  -0.895
9 O 0.6089 1.8312 -1.1009  -0.536
10 C -0.9651 0.2775 -0.0651  -0.184
11 H 1.9550 1.2920 -2.7144  0.238
12 O 0.6144 1.6516 1.2745  -0.418
13 H -1.2218 0.3766 -2.2701  0.207
14 C -2.9443 -1.7034 -0.2721  -0.343
15 C -0.1665 2.7531 1.4673  -0.758
16 H 2.4687 -3.4959 0.5476  0.366
17 S 1.3802 -1.5232 0.8437  0.055
18 H -0.1906 3.3915 0.6060  0.348
19 C -2.5335 -1.0653 -1.3978  -0.813
20 C 1.4064 -0.0513 -0.0811  0.119
21 H -3.6360 -2.5036 -0.3945  0.397
22 H -2.9700 -1.3599 -2.3170  0.445
23 C 0.2825 1.0574 -0.0347  1.831
24 C -1.5177 -0.0986 -1.2651  -0.251
25 N 2.2871 0.2310 -0.9362  -0.564
26 H 3.0259 -2.1989 -0.6518  0.316
27 H -1.1912 -0.0393 2.0615  0.512
28 C -1.4900 -0.3275 1.0931  -0.214

=====

| no. | molar mass (Da) |
| --- | --- |
| 1 | 266.40 |
| 2 | 291.63 |
| 3 | 325.22 |
| 4 | 357.27 |
| 5 | 159.23 |
| 6 | 205.24 |
| 7 | 187.25 |
| 8 | 223.30 |
| 9 | 223.30 |